ORCA calculation (wB97M-V/def2-TZVPD) on a molecular structure, C53H45CsN4S5Sb2.

Positions of all 110 atoms, in Å:
Cs (0.146, -1.156, -0.821)
Sb (-1.752, 2.041, -2.532)
Sb (0.444, 2.931, 2.344)
S (3.263, -0.042, -1.562)
S (7.719, -3.351, -3.396)
S (2.518, -3.626, -0.747)
S (5.127, -3.972, -2.025)
S (5.682, -1.284, -2.648)
N (-0.862, -0.513, 3.827)
N (1.763, -0.783, 1.777)
N (-3.022, -1.735, -1.448)
N (-0.324, -0.611, 2.725)
C (-4.237, 0.628, 2.734)
C (-5.338, 3.079, -4.812)
C (-3.163, -4.243, -4.204)
C (-2.481, 0.904, 4.871)
C (-3.523, -3.171, -3.405)
C (3.710, 5.274, 0.429)
C (-2.138, 0.125, 3.773)
C (0.879, 5.594, -2.908)
C (-5.645, 0.639, -0.503)
C (-3.012, -0.019, 2.700)
C (2.567, 4.956, 1.152)
C (2.298, 3.654, -2.812)
C (0.890, 5.548, 4.015)
C (1.308, -2.218, 3.648)
C (-2.806, -2.845, -2.229)
C (-0.243, 4.778, -2.883)
C (2.239, 3.627, 1.406)
C (-0.817, 6.978, 4.930)
C (4.138, -1.540, -1.842)
C (-5.490, -1.987, -1.373)
C (-4.433, 2.643, -3.854)
C (3.412, -2.340, 2.525)
C (2.151, 5.032, -2.862)
C (-3.522, 3.893, -6.155)
C (-6.713, -1.404, -1.107)
C (-1.341, -4.744, -2.749)
C (1.172, 2.841, -2.796)
C (-3.692, 1.578, 4.882)
C (0.969, -1.223, 2.747)
C (-2.616, 3.458, -5.194)
C (-4.266, -1.268, -1.227)
C (4.196, 2.938, 0.151)
C (2.969, -1.336, 1.672)
C (-1.413, 5.066, 3.597)
C (-1.786, 6.175, 4.345)
C (-4.571, 1.434, 3.816)
C (0.523, 6.658, 4.767)
C (4.528, 4.267, -0.066)
C (-2.072, -5.047, -3.891)
C (-2.109, 2.880, 0.448)
C (-0.069, 4.740, 3.406)
C (-0.667, 3.363, 0.544)
C (-3.062, 2.838, -4.030)
C (-0.109, 3.392, -2.814)
C (-6.825, -0.079, -0.685)
C (2.570, -2.786, 3.525)
C (-2.695, 3.168, -0.937)
C (-4.413, 0.063, -0.747)
C (3.060, 2.623, 0.889)
C (6.250, -2.894, -2.731)
C (-1.708, -3.684, -1.941)
C (3.863, -2.840, -1.540)
C (-4.884, 3.707, -5.965)
H (3.280, 3.197, -2.771)
H (2.812, 1.576, 1.019)
H (3.026, 5.671, -2.861)
H (-2.588, 4.228, -1.184)
H (0.598, -2.535, 4.397)
H (-4.922, 0.506, 1.905)
H (-1.104, 7.844, 5.514)
H (3.580, -0.977, 0.850)
H (0.763, 6.671, -2.950)
H (-0.053, 2.894, -0.227)
H (3.951, 6.313, 0.238)
H (-3.952, 2.207, 5.724)
H (-2.189, 4.444, 3.164)
H (-2.836, 6.409, 4.474)
H (-3.500, 0.619, -0.565)
H (-4.357, -2.544, -3.699)
H (1.924, 5.757, 1.502)
H (-7.792, 0.369, -0.493)
H (-5.527, 1.945, 3.828)
H (-1.788, -5.872, -4.531)
H (-1.779, 0.987, 5.691)
H (4.381, -2.790, 2.357)
H (-2.738, -0.639, 1.854)
H (-4.804, 2.130, -2.971)
H (-1.231, 5.228, -2.903)
H (-1.555, 3.614, -5.351)
H (5.410, 4.520, -0.643)
H (-7.612, -2.000, -1.231)
H (-2.161, 1.808, 0.672)
H (1.943, 5.314, 3.901)
H (-0.592, 4.441, 0.379)
H (-6.398, 2.918, -4.660)
H (4.777, 2.129, -0.272)
H (-5.453, -3.021, -1.690)
H (1.320, 1.765, -2.748)
H (-5.687, 1.667, -0.151)
H (-0.463, -5.323, -2.486)
H (-2.729, 3.368, 1.208)
H (-5.589, 4.043, -6.715)
H (-1.116, -3.464, -1.061)
H (2.873, -3.586, 4.189)
H (1.289, 7.273, 5.225)
H (-3.738, -4.443, -5.103)
H (-3.758, 2.921, -0.986)
H (-3.161, 4.374, -7.056)

As for the energy above the lowest of the compared OMol25 structures with the same formula, charge and spin: 0.0 kJ/mol. The charge is -2. The value obtained for the orbital gap is 4.565 eV.

ORCA calculation (wB97M-V/def2-TZVPD) on a molecular structure, C53H45N4O2P4PdSe2.

Positions of all 111 atoms, in Å:
Pd (-0.237, -1.059, -1.309)
Se (-0.851, -2.393, 0.897)
Se (5.771, 1.885, 1.140)
P (-2.149, 1.537, -1.341)
P (4.289, 0.717, 2.033)
P (-1.736, -0.421, -3.600)
P (0.542, -1.233, 2.053)
O (-1.904, -1.481, -2.502)
O (-1.329, 0.800, -0.317)
N (3.112, 0.689, -0.373)
N (1.153, -2.467, -2.324)
N (1.280, -0.396, -0.358)
N (2.113, 0.287, -1.104)
C (2.482, 3.706, 4.054)
C (-4.806, 1.630, -2.152)
C (-1.064, 2.328, 3.184)
C (1.559, -3.539, -2.323)
C (-1.086, -0.302, 4.065)
C (6.257, -3.156, 3.493)
C (-2.188, 3.308, -1.069)
C (-2.161, 4.271, -2.073)
C (-3.291, 0.486, -5.703)
C (-4.163, -0.208, -0.718)
C (-3.839, 0.957, -1.407)
C (1.840, -1.712, 4.447)
C (2.585, -3.873, 5.175)
C (-6.420, -0.029, -1.522)
C (-0.296, 1.379, 2.523)
C (4.946, -0.845, 2.669)
C (2.443, 3.268, 5.372)
C (-0.306, 0.063, 2.966)
C (1.361, -2.277, 3.267)
C (2.096, -4.890, -2.330)
C (3.463, 1.197, 4.706)
C (6.560, -1.937, 4.086)
C (5.310, -3.216, 2.484)
C (2.102, -4.439, 4.003)
C (2.934, 2.015, 5.697)
C (-1.834, 1.967, 4.276)
C (0.566, 0.108, -5.128)
C (1.714, -0.452, 0.920)
C (2.934, 0.245, 0.888)
C (3.000, 2.892, 3.067)
C (-2.228, 5.617, -1.746)
C (-5.558, -0.217, -6.065)
C (4.649, -2.067, 2.078)
C (-1.845, 0.650, 4.719)
C (1.559, -1.563, -6.537)
C (-4.458, 0.546, -6.442)
C (1.491, -3.645, 3.047)
C (-2.352, 5.046, 0.586)
C (-2.322, 6.003, -0.419)
C (-6.095, 1.132, -2.214)
C (-3.229, -0.333, -4.578)
C (3.491, 1.626, 3.386)
C (1.543, -0.271, -6.038)
C (-1.426, 1.254, -2.975)
C (-0.390, -0.812, -4.713)
C (5.921, -0.785, 3.666)
C (-4.327, -1.097, -4.199)
C (-2.284, 3.702, 0.266)
C (2.457, -2.510, 5.397)
C (-5.492, -1.036, -4.950)
C (0.602, -2.485, -6.130)
C (-5.460, -0.694, -0.774)
C (-0.371, -2.113, -5.221)
H (-0.345, 1.404, -2.828)
H (-2.422, 2.712, 4.793)
H (5.088, -4.160, 2.007)
H (0.289, 1.661, 1.660)
H (3.071, 3.251, 2.046)
H (0.616, -3.491, -6.524)
H (-6.466, -0.172, -6.648)
H (-2.085, 3.990, -3.114)
H (7.316, -1.882, 4.857)
H (-3.398, -0.718, -0.145)
H (0.581, 1.115, -4.738)
H (-2.428, 5.350, 1.621)
H (-2.429, 1.065, -6.015)
H (2.830, -2.070, 6.311)
H (3.169, -4.854, -2.509)
H (1.710, -0.654, 4.632)
H (1.090, -4.083, 2.143)
H (2.194, -5.503, 3.839)
H (-6.848, 1.652, -2.790)
H (-4.511, 1.179, -7.317)
H (3.060, -4.497, 5.919)
H (1.615, -5.472, -3.114)
H (3.867, 0.229, 4.972)
H (-7.431, -0.410, -1.560)
H (2.324, -1.856, -7.244)
H (-1.783, 1.962, -3.726)
H (6.209, 0.173, 4.080)
H (1.903, -5.356, -1.366)
H (-2.373, 7.053, -0.166)
H (-5.722, -1.592, -0.232)
H (-1.109, -1.331, 4.400)
H (2.044, 3.908, 6.145)
H (2.117, 4.692, 3.801)
H (2.922, 1.676, 6.723)
H (6.771, -4.052, 3.809)
H (-6.350, -1.626, -4.660)
H (3.925, -2.122, 1.276)
H (-4.557, 2.544, -2.678)
H (-2.202, 6.363, -2.527)
H (-4.270, -1.716, -3.315)
H (-2.447, 0.368, 5.570)
H (-1.114, -2.831, -4.894)
H (-2.297, 2.952, 1.047)
H (-1.047, 3.355, 2.849)
H (2.295, 0.441, -6.347)

As for the energy above the lowest of the compared OMol25 structures with the same formula, charge and spin: 105.4 kJ/mol. The charge is +1. The value obtained for the orbital gap (spin up / spin down) is 6.072 / 6.071 eV.

> Among the records above, which one has the highest charge?

C53H45N4O2P4PdSe2